Entry 1:
The following is a quantum chemistry calculation of a molecular structure, C32H58CaN3O2P2, from OMol25.

Kohn-Sham gap	0.23009	hartree
HOMO energy	-8.750	eV
total charge	+1

CARTESIAN COORDINATES (ANGSTROEM)
C (2.278, -1.266, -1.482)
C (1.307, 0.657, -2.379)
C (3.254, -1.285, -2.480)
C (2.172, 0.598, -3.485)
C (3.180, -0.353, -3.504)
H (3.975, -2.096, -2.476)
H (2.083, 1.397, -4.237)
H (3.891, -0.372, -4.337)
N (1.371, -0.285, -1.388)
P (0.535, -2.713, 0.185)
P (0.035, 2.614, -0.767)
C (2.195, -2.466, -0.514)
H (2.502, -3.386, -1.055)
H (2.932, -2.325, 0.305)
C (-2.488, -0.067, 2.384)
O (-3.116, -0.226, 3.335)
C (0.261, 1.728, -2.288)
H (0.217, 2.369, -3.187)
C (-1.583, 3.645, -0.959)
C (1.558, 3.733, -0.710)
C (-0.355, -3.815, -1.113)
C (0.886, -3.616, 1.800)
C (-2.752, 2.871, -0.318)
H (-2.574, 2.649, 0.751)
H (-3.668, 3.490, -0.374)
H (-2.968, 1.922, -0.829)
C (-1.468, 4.994, -0.232)
H (-1.209, 4.870, 0.833)
H (-0.741, 5.667, -0.708)
H (-2.447, 5.504, -0.270)
C (-1.851, 3.860, -2.437)
H (-2.756, 4.473, -2.560)
H (-1.028, 4.389, -2.927)
H (-2.022, 2.904, -2.939)
C (1.576, 4.485, 0.631)
H (1.468, 3.782, 1.476)
H (2.551, 4.991, 0.738)
H (0.798, 5.256, 0.717)
C (2.815, 2.855, -0.776)
H (2.795, 2.050, -0.031)
H (2.965, 2.419, -1.772)
H (3.682, 3.494, -0.557)
C (1.586, 4.700, -1.898)
H (1.485, 4.183, -2.876)
H (0.829, 5.506, -1.839)
H (2.582, 5.189, -1.897)
C (-0.458, -4.014, 2.434)
H (-0.265, -4.457, 3.424)
H (-1.116, -3.140, 2.577)
H (-1.007, -4.760, 1.839)
C (1.628, -2.607, 2.698)
H (2.641, -2.401, 2.323)
H (1.101, -1.649, 2.793)
H (1.735, -3.043, 3.703)
C (1.805, -4.835, 1.623)
H (2.726, -4.577, 1.079)
H (2.092, -5.178, 2.629)
H (1.318, -5.678, 1.122)
C (0.113, -3.443, -2.533)
H (1.169, -3.724, -2.708)
H (-0.497, -4.011, -3.261)
H (-0.010, -2.368, -2.750)
C (-1.855, -3.523, -0.960)
H (-2.091, -2.473, -1.191)
H (-2.420, -4.157, -1.657)
H (-2.211, -3.734, 0.057)
C (-0.044, -5.311, -0.919)
H (1.041, -5.508, -1.000)
H (-0.434, -5.707, 0.031)
H (-0.540, -5.862, -1.738)
Ca (-0.454, -0.028, 0.280)
N (-1.812, -0.002, -1.671)
C (-1.521, 0.522, -2.720)
C (-1.886, 0.459, -4.212)
C (-1.214, 1.521, -5.065)
C (-1.375, -0.887, -4.714)
C (-3.417, 0.584, -4.304)
H (-1.441, 2.537, -4.733)
H (-0.128, 1.385, -5.078)
H (-1.579, 1.424, -6.097)
H (-1.776, -1.701, -4.100)
H (-1.668, -1.035, -5.761)
H (-0.277, -0.923, -4.639)
H (-3.692, 1.221, -5.156)
H (-3.869, -0.412, -4.407)
H (-3.831, 1.040, -3.391)
C (3.135, 0.926, 3.686)
N (1.830, 1.591, 3.803)
C (1.578, 2.396, 5.001)
C (0.845, 1.393, 2.937)
O (0.924, 0.610, 1.929)
H (3.934, 1.672, 3.754)
H (3.189, 0.412, 2.727)
H (3.273, 0.209, 4.505)
H (1.338, 3.436, 4.736)
H (0.727, 1.997, 5.573)
H (2.467, 2.392, 5.640)
H (-0.082, 1.956, 3.142)



Entry 2:
The following is a quantum chemistry calculation of a molecular structure, CH3IOS2, from OMol25.

Kohn-Sham gap	0.27833	hartree
HOMO energy	-8.983	eV

CARTESIAN COORDINATES (ANGSTROEM)
C (-0.458, 0.261, -0.005)
O (2.170, 0.146, 0.381)
S (1.627, 0.409, -3.022)
S (1.213, -0.167, -0.646)
I (-1.832, -0.749, -1.246)
H (-0.535, -0.079, 1.023)
H (-0.604, 1.334, -0.085)
H (1.021, -1.564, -0.582)



Entry 3:
The following is a quantum chemistry calculation of a molecular structure, C54H59AsBrN6O7P2RbS2Se, from OMol25.

Kohn-Sham gap (spin up / spin down)	0.10753 / 0.20943	hartree
multiplicity	2
⟨S²⟩	0.773
HOMO energy (spin up / spin down)	-2.286 / -5.057	eV
total charge	-1

CARTESIAN COORDINATES (ANGSTROEM)
Rb (0.320, 0.915, 1.871)
Se (6.766, -3.985, 4.985)
N (6.162, -2.269, 5.187)
C (5.244, -2.082, 4.255)
C (4.531, -0.834, 4.106)
C (4.734, 0.225, 4.975)
C (4.056, 1.424, 4.723)
C (3.205, 1.487, 3.631)
N (2.962, 0.450, 2.802)
C (3.597, -0.708, 3.036)
C (3.302, -1.841, 2.159)
N (2.382, -1.631, 1.176)
C (2.057, -2.704, 0.405)
C (2.632, -3.969, 0.550)
C (3.630, -4.165, 1.512)
C (3.965, -3.086, 2.326)
C (4.959, -3.216, 3.364)
N (5.645, -4.323, 3.559)
H (5.425, 0.089, 5.824)
H (4.210, 2.311, 5.346)
H (2.675, 2.424, 3.407)
H (1.282, -2.545, -0.359)
H (2.326, -4.772, -0.126)
H (4.142, -5.122, 1.674)
Br (-0.021, -6.929, 4.490)
C (-0.102, -5.076, 4.621)
C (0.204, -4.272, 3.485)
C (0.136, -2.892, 3.602)
C (-0.227, -2.276, 4.824)
C (-0.581, -3.074, 5.937)
C (-0.495, -4.464, 5.838)
N (-0.277, -0.892, 4.816)
C (-0.361, -0.197, 5.902)
C (-0.508, 1.247, 5.827)
C (-0.899, 1.955, 6.995)
C (-1.091, 3.322, 6.900)
C (-0.871, 3.955, 5.659)
C (-0.475, 3.185, 4.572)
N (-0.307, 1.845, 4.636)
H (0.513, -4.770, 2.557)
H (0.341, -2.227, 2.761)
H (-0.904, -2.549, 6.854)
H (-0.781, -5.111, 6.675)
H (-0.305, -0.658, 6.912)
H (-1.048, 1.405, 7.934)
H (-1.426, 3.898, 7.777)
H (-1.022, 5.035, 5.531)
H (-0.308, 3.661, 3.590)
C (-7.030, -4.211, -0.691)
C (-6.143, -3.061, -1.095)
O (-4.784, -3.304, -0.476)
P (-4.195, -2.192, 0.545)
S (-2.428, -2.895, 1.065)
S (-4.389, -0.340, -0.167)
O (-5.299, -2.402, 1.702)
C (-5.096, -1.647, 3.024)
C (-6.415, -1.714, 3.736)
H (-8.033, -4.121, -1.147)
H (-7.182, -4.206, 0.401)
H (-6.645, -5.199, -0.982)
H (-6.492, -2.065, -0.754)
H (-5.947, -2.988, -2.176)
H (-4.778, -0.615, 2.808)
H (-4.279, -2.167, 3.539)
H (-7.167, -1.074, 3.238)
H (-6.300, -1.328, 4.764)
H (-6.835, -2.727, 3.807)
O (2.832, 0.935, -0.015)
H (2.687, 0.009, 0.386)
H (3.581, 1.258, 0.527)
O (-2.175, -0.058, 2.853)
H (-1.631, -0.339, 3.653)
H (-2.244, -0.873, 2.278)
O (-1.953, 2.384, 1.270)
H (-2.306, 1.662, 1.879)
H (-2.624, 2.482, 0.561)
O (1.064, 3.266, 1.114)
H (0.161, 3.389, 0.704)
H (1.597, 2.879, 0.353)
O (-1.218, -0.155, -0.124)
H (-2.218, 0.010, -0.170)
H (-1.212, -1.151, -0.078)
C (1.456, 2.567, -2.571)
C (0.887, 2.938, -3.921)
As (2.319, 3.542, -5.194)
C (3.155, 1.779, -5.287)
C (2.546, 0.694, -5.926)
C (3.143, -0.573, -5.851)
C (4.324, -0.778, -5.131)
C (4.917, 0.323, -4.471)
C (4.351, 1.592, -4.560)
C (1.306, 3.380, -6.879)
C (-0.093, 3.369, -6.927)
C (-0.736, 3.223, -8.162)
C (-0.002, 3.143, -9.349)
C (1.405, 3.175, -9.285)
C (2.066, 3.295, -8.060)
P (0.293, 1.524, -1.565)
C (-1.197, 2.526, -1.821)
C (-1.060, 3.913, -1.578)
C (-2.166, 4.774, -1.693)
C (-3.431, 4.276, -2.013)
C (-3.580, 2.886, -2.216)
C (-2.494, 2.011, -2.097)
C (0.290, 0.106, -2.683)
C (-0.694, -0.250, -3.630)
C (-0.522, -1.430, -4.379)
C (0.617, -2.244, -4.253)
C (1.612, -1.852, -3.348)
C (1.463, -0.677, -2.594)
H (1.778, 3.472, -2.021)
H (2.394, 2.011, -2.666)
H (0.223, 3.822, -3.889)
H (0.353, 2.123, -4.433)
H (1.612, 0.839, -6.480)
H (2.627, -1.416, -6.344)
H (4.771, -1.771, -5.053)
H (5.830, 0.192, -3.884)
H (4.807, 2.448, -4.061)
H (-0.687, 3.479, -6.013)
H (-1.829, 3.165, -8.168)
H (-0.509, 3.062, -10.310)
H (2.003, 3.102, -10.196)
H (3.157, 3.302, -8.007)
H (-0.085, 4.342, -1.319)
H (-2.000, 5.839, -1.492)
H (-4.301, 4.937, -2.097)
H (-4.575, 2.480, -2.448)
H (-2.674, 0.927, -2.178)
H (-1.573, 0.391, -3.822)
H (-1.316, -1.689, -5.091)
H (0.727, -3.162, -4.846)
H (2.536, -2.416, -3.233)
H (2.260, -0.349, -1.918)



Entry 4:
The following is a quantum chemistry calculation of C3H6FOP in the gas phase, from OMol25.

Kohn-Sham gap	0.35971	hartree
HOMO energy	-9.071	eV

CARTESIAN COORDINATES (ANGSTROEM)
C (-1.943, 0.079, -0.675)
C (-1.051, 0.135, 0.281)
C (0.174, -0.828, 0.391)
F (-0.071, -2.011, -0.208)
P (1.427, 0.244, -0.553)
O (2.745, 0.213, 0.404)
H (-2.771, 0.802, -0.772)
H (-1.927, -0.680, -1.352)
H (-1.354, 0.863, 1.012)
H (0.420, -0.970, 1.381)
H (0.870, 1.396, 0.015)
H (3.482, 0.757, 0.077)



Entry 5:
The following is a quantum chemistry calculation of a molecular structure, C29H33Cl2N2O4P2Ti, from OMol25.

Kohn-Sham gap	0.23504	hartree
HOMO energy	-9.974	eV
total charge	+1

CARTESIAN COORDINATES (ANGSTROEM)
Ti (-0.727, 0.553, -0.584)
O (-0.450, 1.899, 0.677)
C (0.585, 2.743, 0.628)
C (1.271, 3.059, 1.801)
C (2.339, 3.932, 1.756)
C (2.732, 4.538, 0.560)
C (2.025, 4.277, -0.591)
C (0.953, 3.373, -0.579)
C (0.057, 3.266, -1.705)
N (-0.762, 2.291, -1.857)
C (-2.010, 2.486, -2.581)
C (-3.047, 2.472, -1.464)
N (-2.815, 1.235, -0.711)
C (-3.797, 0.733, -0.053)
C (-3.825, -0.587, 0.522)
C (-5.002, -1.062, 1.118)
C (-5.152, -2.402, 1.396)
C (-4.141, -3.292, 1.025)
C (-2.964, -2.848, 0.453)
C (-2.772, -1.480, 0.259)
O (-1.611, -1.027, -0.191)
H (0.956, 2.598, 2.727)
H (2.876, 4.156, 2.669)
H (3.569, 5.221, 0.545)
H (2.290, 4.766, -1.521)
H (-0.015, 4.126, -2.376)
H (-2.182, 1.649, -3.256)
H (-2.024, 3.422, -3.142)
H (-4.066, 2.520, -1.851)
H (-2.873, 3.329, -0.807)
H (-4.737, 1.287, -0.015)
H (-5.799, -0.363, 1.340)
H (-6.055, -2.767, 1.863)
H (-4.278, -4.353, 1.191)
H (-2.174, -3.532, 0.176)
C (1.452, -0.565, 3.854)
P (0.175, -0.658, 2.533)
C (-1.263, 0.024, 3.454)
C (-0.251, -2.459, 2.641)
C (0.581, -3.405, 1.752)
P (1.197, -2.653, 0.164)
C (3.004, -2.588, 0.509)
C (1.211, -4.133, -0.936)
H (1.072, -0.964, 4.797)
H (1.765, 0.468, 4.011)
H (2.333, -1.136, 3.561)
H (-1.560, -0.631, 4.276)
H (-2.116, 0.160, 2.788)
H (-1.004, 1.001, 3.866)
H (-1.309, -2.529, 2.382)
H (-0.160, -2.766, 3.687)
H (-0.005, -4.293, 1.506)
H (1.452, -3.754, 2.313)
H (3.401, -3.562, 0.806)
H (3.211, -1.864, 1.299)
H (3.533, -2.251, -0.385)
H (1.610, -5.027, -0.451)
H (1.830, -3.909, -1.806)
H (0.203, -4.350, -1.294)
Cl (4.804, 0.748, -5.394)
C (3.692, 0.636, -4.076)
C (4.135, 0.932, -2.785)
C (3.278, 0.844, -1.708)
Cl (3.848, 1.151, -0.114)
C (1.933, 0.491, -1.897)
O (1.105, 0.396, -0.890)
C (1.510, 0.178, -3.203)
C (0.162, -0.272, -3.432)
O (-0.757, -0.270, -2.610)
C (2.394, 0.243, -4.290)
H (5.165, 1.219, -2.622)
H (-0.058, -0.658, -4.437)
H (2.053, -0.009, -5.286)



Entry 6:
The following is a quantum chemistry calculation of a molecular structure, C12H33AlIN6, from OMol25.

Kohn-Sham gap	0.36022	hartree
HOMO energy	-16.560	eV
total charge	+3

CARTESIAN COORDINATES (ANGSTROEM)
Al (-1.704, -0.765, 0.439)
C (-3.879, -0.312, 2.999)
C (-2.698, 0.640, 2.989)
N (-2.125, 0.881, 1.624)
C (-2.831, 1.923, 0.824)
C (-3.487, 1.283, -0.381)
N (-2.521, 0.346, -1.029)
C (-3.225, -0.442, -2.091)
C (-2.304, -1.290, -2.961)
C (-1.148, -1.984, -2.238)
N (-1.463, -2.364, -0.832)
C (-2.540, -3.368, -0.644)
C (-2.925, -3.315, 0.823)
N (-3.187, -1.886, 1.189)
C (-3.502, -1.741, 2.649)
H (-4.292, -0.315, 4.009)
H (-4.690, 0.045, 2.354)
H (-2.972, 1.601, 3.426)
H (-1.892, 0.224, 3.597)
H (-1.186, 1.231, 1.801)
H (-3.573, 2.443, 1.429)
H (-2.100, 2.664, 0.500)
H (-4.358, 0.693, -0.088)
H (-3.827, 2.035, -1.093)
H (-1.797, 0.908, -1.483)
H (-3.961, -1.060, -1.574)
H (-3.793, 0.245, -2.720)
H (-2.936, -2.019, -3.471)
H (-1.873, -0.676, -3.753)
H (-0.835, -2.865, -2.800)
H (-0.281, -1.323, -2.176)
H (-0.607, -2.784, -0.466)
H (-3.388, -3.114, -1.280)
H (-2.209, -4.367, -0.926)
H (-3.801, -3.928, 1.034)
H (-2.106, -3.667, 1.453)
H (-4.047, -1.623, 0.701)
H (-4.315, -2.426, 2.890)
H (-2.620, -2.060, 3.207)
I (0.700, -0.781, 1.129)
N (9.511, 2.984, -0.242)
C (8.642, 2.678, -1.441)
C (7.159, 2.720, -1.077)
N (6.683, 1.705, -0.163)
H (10.506, 2.927, -0.471)
H (9.327, 2.316, 0.512)
H (9.330, 3.923, 0.119)
H (8.939, 1.689, -1.786)
H (8.892, 3.410, -2.207)
H (6.621, 2.640, -2.023)
H (6.906, 3.703, -0.671)
H (6.874, 1.866, 0.815)
H (6.911, 0.756, -0.425)



Entry 7:
The following is a quantum chemistry calculation of C5H6O2 in the gas phase, from OMol25.

Kohn-Sham gap	0.37989	hartree
HOMO energy	-9.704	eV

CARTESIAN COORDINATES (ANGSTROEM)
O (1.616, 0.866, 1.489)
C (0.598, 1.342, 1.056)
C (-0.801, 1.013, 1.602)
C (-1.018, -0.011, 0.577)
C (-0.633, -0.630, -0.387)
C (-0.100, -1.418, -1.505)
O (0.983, -0.797, -2.168)
H (0.566, 1.941, 0.124)
H (-0.740, 0.627, 2.623)
H (-1.520, 1.839, 1.545)
H (0.175, -2.407, -1.116)
H (-0.883, -1.545, -2.253)
H (1.755, -0.819, -1.587)



Entry 8:
The following is a quantum chemistry calculation of 2 unconnected molecules or ions with the total composition C8H11NO2, from OMol25.

Kohn-Sham gap	0.31768	hartree
HOMO energy	-7.882	eV

CARTESIAN COORDINATES (ANGSTROEM)
C (1.112, -0.643, 1.836)
C (1.885, -0.631, 0.908)
C (2.814, -0.620, -0.198)
C (3.135, -1.745, -0.846)
O (3.369, 0.562, -0.576)
C (3.005, 1.730, 0.137)
H (0.436, -0.660, 2.643)
H (2.709, -2.713, -0.559)
H (3.835, -1.713, -1.672)
H (1.922, 1.923, 0.060)
H (3.563, 2.550, -0.334)
H (3.278, 1.658, 1.200)
N (-4.952, -0.149, -0.087)
C (-3.619, -0.066, 0.121)
C (-2.661, 0.150, -0.805)
C (-1.268, 0.202, -0.365)
O (-0.900, 0.068, 0.776)
H (-5.606, -0.315, 0.668)
H (-5.342, -0.050, -1.010)
H (-3.309, -0.197, 1.155)
H (-2.890, 0.280, -1.863)
H (-0.518, 0.382, -1.189)



Entry 9:
The following is a quantum chemistry calculation of 2 unconnected molecules or ions with the total composition C5H10FN, from OMol25.

Kohn-Sham gap	0.32434	hartree
HOMO energy	-7.818	eV

CARTESIAN COORDINATES (ANGSTROEM)
C (-0.463, -0.880, 1.457)
C (0.494, -0.073, 2.307)
C (-0.592, 1.084, -1.591)
C (0.430, -0.059, -1.521)
C (-0.007, -1.277, -0.724)
N (-1.549, -1.367, 1.778)
F (-1.348, -1.636, -0.991)
H (0.687, 0.938, 2.011)
H (1.458, -0.487, 1.943)
H (0.179, -0.218, 3.293)
H (-1.484, 0.770, -2.030)
H (-0.833, 1.428, -0.545)
H (-0.156, 1.862, -2.259)
H (1.455, 0.296, -1.425)
H (0.475, -0.464, -2.612)
H (0.567, -2.317, -0.672)
H (-2.215, -1.844, 1.142)



Number 1: electronic energy -2929.0590 hartree, molar mass 618.9 g/mol. Number 2: electronic energy -1209.0798 hartree, molar mass 222.1 g/mol. Number 3: electronic energy -11662.9611 hartree, molar mass 1349.4 g/mol. Number 4: electronic energy -634.3110 hartree, molar mass 108.1 g/mol. Number 5: electronic energy -3987.8807 hartree, molar mass 654.3 g/mol. Number 6: electronic energy -1345.0049 hartree, molar mass 415.3 g/mol. Number 7: electronic energy -344.4975 hartree, molar mass 98.1 g/mol. Number 8: electronic energy -516.5248 hartree, molar mass 153.2 g/mol. Number 9: electronic energy -351.0033 hartree, molar mass 103.1 g/mol.